[1]
DFT (ωB97M-V with the def2-TZVPD basis set) results for a 7-piece molecular cluster, C26H49F4IO21S overall at a distorted geometry.

```
102
Properties=species:S:1:pos:R:3:forces:R:3
O -1.270 1.039 -0.135 -0.8212 -0.7544 -1.6424
S -0.441 1.751 0.751 -0.4008 1.3330 1.3675
O -0.079 0.648 1.940 0.2399 0.3826 -0.1757
I -1.676 0.691 3.196 0.5806 -0.1512 -0.2407
O 0.958 2.037 -0.165 -0.2517 -0.9983 1.0865
C 2.123 2.329 0.513 -0.0747 -1.1579 -0.9667
F 1.914 2.799 1.724 -0.3420 0.3125 1.5143
F 2.716 3.282 -0.170 0.7368 1.1730 -0.9315
C 3.091 1.124 0.530 0.3400 2.0185 -0.7814
F 2.917 0.481 -0.611 -0.3051 -1.0108 -1.2737
F 2.866 0.342 1.539 -0.4442 -1.3675 1.6598
H 4.104 1.498 0.518 0.5327 0.1762 0.4110
C 4.015 5.824 -1.427 0.0776 -0.0073 -0.2910
C 5.306 6.478 -0.983 -0.4007 0.1481 0.1985
O 6.448 5.862 -1.595 0.1021 0.0067 0.0112
C 6.683 6.215 -2.858 0.0117 -0.0304 0.0456
O 6.049 7.007 -3.507 0.0277 -0.0260 0.0095
O 7.754 5.539 -3.282 -0.0171 0.0224 0.0218
C 8.089 5.768 -4.653 0.1278 -0.0260 -0.1801
H 4.055 4.752 -1.255 0.0282 -0.0172 0.1032
H 3.167 6.240 -0.881 0.0241 -0.0045 0.0372
H 3.844 5.975 -2.492 0.0044 0.1197 0.0156
H 5.440 6.347 0.089 0.1934 -0.1029 -0.0380
H 5.304 7.549 -1.185 0.0615 -0.0283 -0.1581
H 8.186 6.830 -4.861 -0.1075 0.0187 0.0162
H 7.334 5.325 -5.302 -0.0499 0.0987 -0.0073
H 9.043 5.279 -4.828 -0.0126 -0.0629 0.1495
C 1.084 6.106 2.672 -0.0430 0.2211 0.1487
C -0.204 5.403 2.299 0.4335 -0.0303 -0.2360
O -1.229 5.631 3.276 -0.1110 -0.0636 -0.0104
C -1.834 6.817 3.206 0.0087 -0.0520 0.0166
O -1.614 7.682 2.399 -0.0144 -0.0177 0.0339
O -2.735 6.877 4.190 0.0100 -0.0160 -0.0285
C -3.421 8.128 4.281 -0.1522 0.1377 0.0858
H 1.394 5.824 3.679 0.0369 -0.1144 -0.0473
H 1.877 5.844 1.971 -0.0184 -0.0466 0.0006
H 0.958 7.188 2.660 -0.0234 -0.0035 -0.0937
H -0.040 4.329 2.281 -0.2117 -0.0400 0.1808
H -0.550 5.700 1.308 -0.1001 0.1316 0.0761
H -3.862 8.405 3.327 0.0987 0.0140 -0.0477
H -2.739 8.906 4.621 0.0169 0.0291 -0.1050
H -4.211 7.999 5.016 0.0634 -0.1461 0.0325
C 5.133 -1.648 -0.048 0.1232 -0.1843 0.2874
C 6.491 -1.676 -0.715 -0.3665 -0.0176 -0.3211
O 7.552 -1.425 0.222 0.0957 0.0082 -0.0281
C 7.885 -2.458 0.993 -0.1011 0.1368 0.0064
O 7.382 -3.552 0.962 0.0868 -0.0957 0.0386
O 8.862 -2.069 1.814 -0.0128 -0.0249 -0.0646
C 9.269 -3.062 2.757 0.1267 -0.0775 0.1641
H 4.996 -0.717 0.497 0.0449 0.0586 -0.0563
H 4.337 -1.748 -0.784 0.0351 0.0178 -0.0522
H 5.041 -2.460 0.672 -0.0042 -0.0509 -0.0643
H 6.559 -0.881 -1.456 0.1826 0.0865 0.1099
H 6.661 -2.620 -1.232 0.0510 -0.0704 0.1399
H 9.523 -3.996 2.259 -0.1021 -0.0179 -0.0302
H 8.482 -3.229 3.490 -0.0351 -0.0858 -0.0598
H 10.150 -2.675 3.261 -0.0256 0.1392 -0.0778
C 0.706 -4.542 -2.084 0.1427 -0.0055 0.2238
C 1.577 -5.103 -3.189 -0.4407 0.0443 -0.0656
O 2.971 -5.011 -2.862 0.0878 -0.0251 -0.0553
C 3.424 -5.935 -2.013 0.0110 0.0676 0.0154
O 2.783 -6.832 -1.529 0.0291 0.0199 -0.0271
O 4.716 -5.690 -1.792 0.0025 -0.0163 -0.0430
C 5.329 -6.559 -0.836 0.2045 -0.0742 0.1562
H 1.011 -3.523 -1.840 -0.0552 0.0396 -0.1010
H -0.340 -4.533 -2.391 0.0081 0.0123 -0.0387
H 0.794 -5.137 -1.176 -0.0266 -0.0782 -0.0486
H 1.449 -4.517 -4.097 0.2106 0.0433 -0.0015
H 1.313 -6.134 -3.423 0.0992 -0.0539 0.1230
H 5.173 -7.604 -1.093 -0.1403 0.0189 -0.0051
H 4.941 -6.351 0.160 -0.0657 -0.0785 -0.0092
H 6.394 -6.344 -0.850 -0.0389 0.1612 -0.0921
C -7.371 -2.853 1.947 0.0092 -0.0878 0.2719
C -6.018 -2.832 1.268 -0.3926 0.0263 -0.2829
O -4.952 -2.680 2.217 0.1555 0.0154 -0.0089
C -4.621 -3.782 2.888 -0.0975 0.0993 0.0752
O -5.120 -4.870 2.761 0.0533 -0.0112 -0.0226
O -3.645 -3.468 3.746 -0.0037 0.0049 -0.0558
C -3.252 -4.544 4.600 0.1614 -0.0897 0.1660
H -7.497 -1.971 2.577 -0.0121 0.0739 -0.1085
H -8.169 -2.874 1.205 0.0287 0.0358 -0.0365
H -7.476 -3.728 2.588 0.0256 -0.0590 -0.0811
H -5.949 -1.971 0.607 0.1818 0.0686 0.1068
H -5.859 -3.724 0.664 0.0615 -0.0839 0.1370
H -3.003 -5.432 4.024 -0.1044 -0.0135 -0.0298
H -4.045 -4.767 5.313 -0.0390 -0.0818 -0.0724
H -2.370 -4.210 5.140 -0.0207 0.1420 -0.0652
C -10.257 -3.980 -4.655 -0.1254 0.2331 -0.0436
C -9.858 -4.071 -3.198 -0.0015 -0.3753 -0.2587
O -9.759 -2.773 -2.595 0.0506 0.0320 0.1336
C -10.918 -2.204 -2.261 0.0446 0.0279 -0.0765
O -12.013 -2.682 -2.404 0.0295 0.0167 0.0364
O -10.652 -1.002 -1.743 0.0050 -0.0460 0.0295
C -11.811 -0.239 -1.404 -0.1040 0.1781 0.0867
H -9.578 -3.320 -5.195 0.0837 -0.0858 0.0051
H -10.234 -4.966 -5.119 0.0329 -0.0140 0.0233
H -11.262 -3.574 -4.762 -0.0322 -0.0721 0.0548
H -8.866 -4.511 -3.111 0.0681 0.1749 0.1090
H -10.547 -4.697 -2.631 -0.0994 0.1303 0.0248
H -12.480 -0.805 -0.760 -0.0247 -0.0720 -0.0801
H -12.333 0.073 -2.307 -0.0668 -0.0870 0.0103
H -11.462 0.642 -0.871 0.1512 -0.0455 -0.0380
```
Forces are in eV/Å.

Values from the calculation:
- orbital gap (Ha) = 0.3172
- LUMO energy (eV) = -1.7
- relative energy (zero: lowest compared OMol25 entry of this formula, charge and spin) (kcal/mol) = 0.0

[2]
DFT (ωB97M-V with the def2-TZVPD basis set) results for a 14-piece molecular cluster, C31H77BN3O21 overall at a distorted geometry.

```
133
Properties=species:S:1:pos:R:3:forces:R:3
O 0.660 -1.173 1.903 -0.1302 0.3046 -0.4548
C 0.770 -0.213 1.183 -0.6275 -0.6954 -0.2034
O 1.535 0.818 1.393 0.8518 0.1889 0.0980
B 1.579 1.636 0.207 -1.2193 1.0112 -0.3672
O 0.410 1.211 -0.615 0.4656 -0.7289 -0.0347
C 0.013 0.020 -0.180 0.3373 0.4593 0.6092
O -0.773 -0.710 -0.687 -0.3156 -0.3544 -0.2011
O 2.815 1.643 -0.550 0.2407 -0.2588 -0.1159
C 3.124 2.870 -0.932 -0.3571 -0.5409 0.3458
O 4.013 3.150 -1.680 0.3327 0.4053 -0.0583
C 2.136 3.838 -0.209 1.2112 -0.4307 -0.3174
O 1.304 3.097 0.464 -0.1241 0.3452 0.1921
O 2.247 5.035 -0.273 -0.7412 0.1218 0.1745
C 3.299 -6.271 -0.236 -0.1319 -0.9633 0.4850
C 2.160 -5.342 0.201 0.9477 0.3883 -0.3604
C 2.767 -4.081 0.835 0.0111 1.6255 -0.8788
C 3.225 -3.095 -0.252 0.3068 -0.1732 0.4719
C 2.169 -2.777 -1.285 0.7872 0.7892 0.7386
C 1.640 -4.021 -1.983 -0.3540 0.7049 -1.4025
N 1.269 -4.944 -0.924 -0.6892 0.0669 0.8640
O 0.612 -6.093 -1.469 0.3506 0.1541 0.1738
C 0.387 -3.587 -2.764 -0.3683 0.3785 -0.5288
C 2.626 -4.541 -3.048 1.5244 -0.2890 1.3206
C 1.370 -6.083 1.269 -0.6067 -1.3508 -0.0124
H 2.853 -7.163 -0.687 0.1121 0.0475 -0.1211
H 3.775 -6.602 0.693 0.1716 -0.0703 -0.1283
H 4.079 -5.908 -0.898 -0.1548 0.4132 0.0535
H 2.056 -3.567 1.488 -0.1950 -0.1966 -0.1294
H 3.690 -4.158 1.416 -0.3210 -1.1609 0.3087
H 4.130 -3.500 -0.724 -0.1179 -0.0335 -0.1559
H 3.564 -2.176 0.236 -0.1149 0.0296 -0.0277
H 2.648 -2.021 -1.917 -0.3841 -0.3987 -0.7068
H 1.370 -2.224 -0.784 -0.2998 -0.4015 -0.0443
H 0.559 -2.690 -3.371 0.4484 0.2208 0.5188
H 0.097 -4.261 -3.576 -0.1903 -0.5948 0.6006
H -0.442 -3.337 -2.099 -0.0549 -0.1980 -0.0441
H 2.261 -5.317 -3.713 -0.3458 0.1804 -0.0599
H 3.127 -3.725 -3.572 -0.5591 0.1062 -0.3719
H 3.468 -4.982 -2.502 -0.0688 -0.1671 -0.2180
H 1.412 -7.168 1.107 0.1702 0.0546 -0.1424
H 0.295 -5.910 1.271 0.1199 0.5929 0.0116
H 1.757 -5.939 2.276 0.0616 0.3728 -0.0481
H -0.303 -5.904 -1.237 -0.0478 -0.1993 -0.1386
C -2.252 -5.385 4.875 -0.1338 -0.9418 -0.1907
C -3.062 -5.298 3.553 -0.4590 0.0861 1.6128
C -4.547 -5.164 3.981 0.1606 0.3612 -0.1722
C -4.901 -3.759 4.456 -0.7534 0.0880 -0.5733
C -4.572 -2.831 3.286 -0.7971 0.4442 -0.0844
C -3.115 -2.807 2.877 0.9090 0.4420 0.6473
N -2.628 -4.181 2.743 -1.5199 -0.4329 -1.1153
O -1.268 -4.234 2.401 0.0841 -0.0974 0.3837
C -2.930 -2.154 1.494 -0.2834 0.4582 0.8188
C -2.293 -2.049 3.949 -0.0873 0.2075 -0.1779
C -2.951 -6.608 2.771 1.7246 0.5058 -0.2793
H -2.582 -4.686 5.641 0.1711 0.4229 -0.2621
H -1.188 -5.304 4.656 0.0249 0.1224 0.2074
H -2.445 -6.363 5.331 0.2313 -0.0540 -0.0946
H -5.179 -5.367 3.111 -0.0260 -0.1107 0.0208
H -4.708 -5.956 4.714 -0.1723 0.0640 0.0653
H -4.494 -3.461 5.424 0.7102 -0.0006 -0.2631
H -5.969 -3.596 4.645 -0.1148 -0.6296 -0.1595
H -5.013 -1.851 3.504 0.8846 0.3350 0.1547
H -5.159 -3.052 2.383 -0.0280 -0.8038 0.2117
H -3.274 -2.850 0.731 0.2956 -0.0246 -0.1551
H -3.532 -1.247 1.396 -0.0031 0.0226 0.1580
H -1.891 -1.848 1.401 0.0285 -0.2682 -0.4993
H -2.685 -1.036 4.065 0.1379 0.0629 -0.0820
H -2.323 -2.515 4.934 -0.1920 -0.1624 -0.0577
H -1.246 -1.991 3.657 -0.0228 0.1212 -0.1023
H -1.923 -6.622 2.384 -0.0675 -0.1917 -0.0746
H -3.594 -6.628 1.893 -0.3302 -0.1250 0.2092
H -2.995 -7.490 3.408 -0.5571 0.0051 -0.0306
H -1.277 -4.557 1.493 0.1811 0.2270 -0.0611
C 0.058 3.220 -4.173 0.0236 -0.6626 -0.7788
C -1.041 4.055 -3.500 -0.3288 -1.3033 0.7734
C -0.374 5.155 -2.670 0.5325 0.8630 -0.6655
C -1.283 6.334 -2.384 -0.4424 -0.5203 0.8188
C -1.992 6.810 -3.650 -0.3323 -0.1861 0.9346
C -2.822 5.712 -4.350 0.7087 0.9687 -0.6978
N -1.923 4.576 -4.557 0.3340 0.8340 -0.2224
O -2.622 3.527 -5.237 0.4963 0.2432 0.2293
C -4.127 5.442 -3.605 -0.3376 0.4065 -0.7628
C -3.072 6.327 -5.758 -1.9259 -0.0374 0.5387
C -1.819 3.086 -2.561 0.7004 0.7735 -0.5196
H 1.005 3.157 -3.634 -0.1278 0.2646 0.2727
H 0.279 3.565 -5.188 0.0761 0.3982 0.1692
H -0.258 2.183 -4.321 -0.1328 0.0437 0.1734
H 0.071 4.729 -1.769 -0.3618 -0.2073 0.0828
H 0.508 5.551 -3.190 -0.1284 -0.0788 -0.3029
H -0.782 7.119 -1.808 0.3665 0.2316 -0.6154
H -2.026 6.032 -1.628 -0.3193 -0.1869 -0.3702
H -1.324 7.204 -4.412 0.3971 0.1763 0.3143
H -2.686 7.588 -3.324 -0.0049 0.1961 -0.4144
H -4.728 6.356 -3.554 0.4005 0.2314 0.3339
H -4.794 4.821 -4.207 0.3527 -0.6850 0.3547
H -3.914 5.072 -2.608 -0.4056 -0.2233 0.0049
H -2.154 6.655 -6.230 0.0482 -0.3935 -0.2711
H -3.742 5.697 -6.355 0.8075 -0.4972 -0.2914
H -3.750 7.193 -5.701 0.4547 0.2818 0.5066
H -2.601 3.616 -2.024 -0.1704 -0.2363 -0.0165
H -1.118 2.682 -1.835 -0.1299 -0.2640 -0.0048
H -2.198 2.313 -3.225 -0.3589 -0.1769 0.4458
H -2.137 3.529 -6.069 -0.2389 -0.2753 -0.0925
O 6.990 2.670 -2.455 0.1813 -0.1374 0.2438
H 6.349 2.566 -1.738 -0.1692 0.0775 -0.2290
H 7.357 1.791 -2.588 -0.0342 0.0480 -0.0334
O -2.179 3.324 0.736 -0.2347 -0.2609 0.0287
H -1.243 3.144 0.882 -0.0407 0.0589 0.0142
H -2.192 4.188 0.318 0.1642 0.0538 0.0646
O 1.929 -0.130 5.044 0.1093 0.1415 -0.2698
H 1.519 -0.561 5.796 -0.0059 -0.1026 -0.0384
H 1.772 -0.748 4.311 0.0429 0.1656 0.4896
O 4.735 5.404 1.053 -0.0024 -0.0168 -0.3956
H 5.319 4.752 0.652 0.0613 0.1368 -0.0477
H 4.001 5.489 0.416 0.2657 -0.0826 0.2130
O -0.567 5.752 1.200 -0.0844 0.1854 -0.2296
H -0.266 5.910 0.295 0.1840 -0.0156 0.1377
H -1.269 6.397 1.344 0.0868 -0.0107 0.0532
O 2.619 5.612 2.945 -0.1097 0.3312 0.0626
H 3.367 6.037 2.510 -0.0375 -0.2480 0.0183
H 1.895 5.664 2.309 -0.0264 -0.0833 0.0915
O 3.624 2.378 2.757 0.2404 -0.0113 -0.2796
H 4.330 2.954 2.444 -0.1184 0.1630 0.1816
H 4.065 1.570 3.040 -0.1695 0.0011 0.0416
O 5.535 4.076 -4.504 0.0994 -0.0350 -0.0888
H 6.161 3.655 -3.892 -0.2245 0.0434 -0.0355
H 4.672 3.823 -4.161 0.0590 0.0261 0.1029
O 1.364 -2.736 4.040 -0.2263 -0.0145 -0.4535
H 1.027 -2.322 3.214 0.1894 -0.3451 0.5012
H 0.605 -3.204 4.402 -0.0030 -0.0294 -0.1059
O 0.122 3.262 3.085 -0.2357 -0.1429 -0.1357
H -0.607 3.866 2.906 0.0824 0.0274 -0.0440
H 0.571 3.167 2.232 0.0760 0.2093 0.4655
```
Forces are in eV/Å.

Values from the calculation:
- orbital gap (Ha) = 0.3087
- LUMO energy (eV) = 2.1
- total charge = -1
- relative energy (zero: lowest compared OMol25 entry of this formula, charge and spin) (kcal/mol) = 43.9

[3]
DFT (ωB97M-V with the def2-TZVPD basis set) results for C4H3Li2NaO2 as an isolated structure at a distorted geometry.

```
12
Properties=species:S:1:pos:R:3:forces:R:3
C -1.233 0.793 -0.384 -1.9117 2.7589 4.4140
O -2.284 0.618 0.322 0.2640 -0.4254 -0.8962
Li 0.691 2.034 -0.391 -0.7268 -1.1392 -0.6780
Li -2.353 -1.179 0.942 1.0076 0.3732 -0.5239
H -0.480 0.518 -1.836 2.5412 -2.3421 0.7730
C -0.489 -0.331 -0.854 -2.5946 -0.2483 -3.8270
C 0.216 -1.193 0.154 0.7734 -1.2241 -0.3240
C 1.447 -0.730 0.460 -3.0946 -2.0099 0.4484
O 1.562 0.560 0.232 2.7944 2.1542 -2.2825
Na 2.005 1.451 1.814 0.6852 0.7719 2.5714
H -1.188 -1.035 -1.348 -0.4732 0.0797 0.0724
H 2.105 -1.506 0.891 0.7349 1.2510 0.2525
```
Forces are in eV/Å.

Values from the calculation:
- orbital gap (spin up / spin down) (Ha) = 0.1495 / 0.1495
- LUMO energy (spin up / spin down) (eV) = -1.0 / -1.0
- relative energy (zero: lowest compared OMol25 entry of this formula, charge and spin) (kcal/mol) = 0.0